{"formula": "C17H68BO17S", "method": "wB97M-V/def2-TZVPD", "total_charge": 1, "gap_ev": 7.6196, "homo_energy_ev": -11.382, "energy_ha": -2390.14443, "e_lumo_ha": -0.138, "symbols": ["S", "O", "O", "O", "O", "O", "O", "O", "O", "O", "O", "O", "O", "O", "O", "O", "O", "O", "C", "C", "C", "C", "C", "C", "C", "C", "C", "C", "C", "C", "C", "C", "C", "C", "C", "B", "H", "H", "H", "H", "H", "H", "H", "H", "H", "H", "H", "H", "H", "H", "H", "H", "H", "H", "H", "H", "H", "H", "H", "H", "H", "H", "H", "H", "H", "H", "H", "H", "H", "H", "H", "H", "H", "H", "H", "H", "H", "H", "H", "H", "H", "H", "H", "H", "H", "H", "H", "H", "H", "H", "H", "H", "H", "H", "H", "H", "H", "H", "H", "H", "H", "H", "H", "H"], "coordinates": [[0.7166, -3.2002, -1.4960], [-7.7196, 0.4806, 4.3258], [7.0512, 0.4489, 0.5211], [-5.8159, 1.6974, 0.9628], [-6.0251, -2.6089, -0.7952], [-1.6747, 5.3279, -1.0739], [-1.0524, -0.9351, 2.9167], [3.8381, 1.5664, -0.3244], [-2.2419, 4.1103, 4.0577], [-1.7174, 2.7664, 0.1494], [2.7104, -5.0026, -2.3065], [0.7659, -0.1224, -2.0640], [-8.8897, 2.8003, -0.8555], [7.1505, -7.9084, -6.4575], [0.7589, 6.1809, 1.0434], [3.4352, -2.8629, -1.6173], [4.4719, -7.3318, -2.5778], [2.8754, -1.2717, 2.2311], [3.7802, -0.1789, 2.4573], [-8.4261, 1.5989, 4.8585], [-0.1212, 0.1254, 3.1260], [-8.0488, 2.8697, -2.0068], [-5.7799, 0.3354, 1.3983], [5.7113, -3.5348, -1.1009], [6.9164, 1.6789, 1.2294], [-2.0433, 6.6445, -0.6694], [7.2612, -9.2659, -6.0306], [3.1173, 2.6971, 0.1774], [5.4265, -7.1842, -3.6281], [-2.6462, 1.9318, 0.8441], [1.6414, 5.7007, 2.0590], [-6.3640, -2.6237, -2.1796], [4.7659, -3.0847, -2.1910], [-3.1982, 3.3423, 4.7889], [0.3793, 1.2094, -1.6606], [2.5290, -3.7593, -1.8646], [0.7450, -2.6646, -0.2648], [0.3642, 0.4013, 2.1847], [6.5850, 0.5578, -0.3146], [0.1241, 6.7697, 1.4649], [3.2014, 0.8563, -0.4480], [3.8659, -6.5869, -2.6256], [3.3952, -2.0067, 1.8908], [-2.0849, 1.2008, 1.4253], [6.5703, -9.4662, -5.2081], [0.6360, -0.1725, 3.8537], [5.8598, 1.8873, 1.4163], [-7.4288, 1.9772, -2.0278], [-6.7359, 1.9053, 0.7600], [-2.0648, 6.7223, 0.4206], [-5.0839, -2.4215, -0.7273], [-3.1345, 3.6356, 5.8329], [-8.3178, 1.6464, 5.9447], [2.3590, 5.0368, 1.5851], [-8.6523, 2.9091, -2.9167], [-5.8104, -3.4035, -2.7098], [7.0438, -9.9420, -6.8602], [1.6486, -0.2773, -1.7106], [6.1179, -8.0178, -3.5833], [4.2498, 0.1117, 1.5198], [-4.7472, 0.0798, 1.6320], [-2.2291, 3.4091, -0.3601], [5.9871, -6.2528, -3.5079], [5.9804, -2.6649, -0.5202], [6.2459, -7.7772, -6.7584], [-9.4867, 1.5479, 4.6018], [-0.7913, 5.1588, -0.7223], [2.3538, 3.0051, -0.5370], [0.4421, -2.1638, -2.3342], [-3.2926, 1.4118, 0.1356], [3.2060, 0.6558, 2.8511], [-4.2064, 3.5427, 4.4192], [-2.3100, 3.8431, 3.1361], [8.2778, -9.4383, -5.6898], [5.2126, -4.2149, -0.4298], [2.1785, 6.5273, 2.5282], [-1.3452, 7.3810, -1.0720], [6.6228, -3.9533, -1.4968], [-6.3902, 0.2047, 2.2926], [-0.6089, 1.4119, -2.0551], [-3.0371, 6.8469, -1.0587], [7.4340, 1.5909, 2.1806], [-7.4055, 3.7515, -1.9522], [2.6451, 2.4464, 1.1306], [-6.1585, -1.6545, -2.6422], [3.8183, 3.5136, 0.3225], [-3.2593, 2.5362, 1.5161], [0.3513, 1.2835, -0.5742], [-0.5558, -1.6906, 2.5885], [-0.6676, 0.9826, 3.5105], [-9.4289, 3.5975, -0.8513], [1.0798, 1.9401, -2.0656], [4.9238, -7.1881, -4.5987], [-8.0976, -0.3156, 4.7127], [-6.1429, -0.3259, 0.6070], [-7.9996, 2.4974, 4.4211], [-2.9746, 2.2756, 4.7015], [4.7450, -3.7368, -3.0522], [-7.4267, -2.8326, -2.2571], [1.9881, -5.5894, -2.0161], [1.0833, 5.1443, 2.8159], [7.3589, 2.4991, 0.6600], [4.5458, -0.4626, 3.1805], [5.0905, -2.1200, -2.5409]], "atomic_forces_ev_per_a": [[-1.258, -1.144, -0.045], [-0.054, 0.047, 0.056], [-0.069, -0.055, 0.023], [-0.016, -0.048, -0.041], [0.022, -0.029, -0.125], [0.006, 0.028, -0.005], [0.002, 0.085, -0.172], [0.040, 0.084, -0.176], [0.018, -0.055, 0.064], [-0.037, -0.248, 0.059], [-0.978, -0.736, 0.274], [0.106, -0.343, 0.085], [0.175, -0.042, -0.054], [0.002, -0.045, 0.173], [0.026, -0.081, -0.023], [0.582, 0.818, -0.664], [0.024, -0.071, 0.037], [-0.179, -0.030, -0.202], [0.066, -0.338, -0.093], [-0.001, -0.254, 0.015], [0.028, -0.240, -0.009], [-0.257, 0.211, 0.151], [-0.294, 0.160, -0.111], [-0.405, 0.522, 0.055], [-0.139, -0.072, -0.209], [0.192, -0.181, -0.020], [-0.252, 0.161, -0.203], [-0.113, -0.295, -0.051], [-0.362, 0.222, 0.134], [0.229, 0.266, -0.198], [-0.341, 0.139, -0.032], [0.211, 0.050, 0.161], [0.941, 0.307, 0.471], [0.132, 0.073, -0.326], [0.093, -0.002, 0.032], [0.098, 0.219, 0.337], [0.240, 0.577, -0.212], [0.068, 0.119, 0.063], [0.030, 0.031, 0.064], [0.047, -0.030, -0.053], [0.070, 0.043, 0.095], [0.285, -0.114, -0.061], [0.054, 0.057, 0.152], [0.026, 0.020, -0.027], [0.046, -0.161, 0.009], [0.070, 0.116, -0.020], [0.040, 0.149, 0.057], [-0.017, -0.034, 0.062], [0.062, 0.068, 0.022], [-0.080, 0.066, 0.009], [-0.098, 0.014, 0.074], [0.040, 0.038, 0.004], [-0.032, 0.087, 0.003], [0.009, 0.012, -0.056], [0.119, -0.018, -0.078], [-0.066, 0.005, -0.078], [0.048, -0.121, 0.083], [0.032, 0.095, -0.153], [0.002, -0.027, 0.077], [0.136, 0.149, 0.092], [0.035, 0.075, -0.002], [0.212, 0.217, 0.048], [0.105, -0.045, -0.131], [0.187, 0.236, 0.312], [0.112, 0.021, -0.067], [-0.014, 0.090, 0.025], [-0.039, 0.050, 0.085], [-0.022, 0.170, 0.091], [0.387, 0.535, 0.491], [-0.151, -0.031, 0.150], [-0.085, -0.051, 0.024], [-0.057, -0.118, 0.107], [0.060, 0.065, -0.036], [0.042, 0.102, -0.021], [0.028, -0.592, 0.104], [0.054, -0.064, 0.042], [-0.044, 0.061, 0.019], [0.162, -0.290, -0.166], [0.061, -0.096, 0.034], [-0.052, -0.093, 0.020], [-0.023, -0.029, -0.012], [0.061, -0.118, -0.024], [0.086, -0.055, -0.132], [-0.028, 0.150, 0.027], [-0.056, -0.023, -0.077], [0.111, -0.070, -0.027], [-0.204, -0.203, 0.014], [-0.119, 0.068, -0.009], [-0.034, 0.008, 0.176], [-0.070, -0.015, -0.010], [-0.010, -0.103, 0.104], [-0.028, -0.005, -0.049], [0.149, 0.002, -0.072], [0.060, 0.039, -0.062], [0.051, -0.115, 0.072], [0.039, -0.009, -0.036], [-0.143, -0.035, 0.094], [-0.423, -0.413, -0.040], [-0.026, -0.008, 0.041], [0.287, -0.109, -0.555], [0.110, -0.021, 0.059], [-0.027, 0.080, 0.092], [0.004, 0.092, 0.034], [-0.121, 0.422, -0.233]], "lowdin_charge": [1.157, -0.136, -0.133, -0.142, -0.133, -0.140, -0.123, -0.139, -0.135, -0.146, 0.185, -0.177, -0.130, -0.132, -0.129, 0.080, -0.122, -0.144, -0.131, -0.150, -0.158, -0.157, -0.133, -0.026, -0.151, -0.141, -0.154, -0.137, -0.141, -0.135, -0.128, -0.156, -0.156, -0.151, -0.103, -0.887, -0.015, 0.063, 0.061, 0.072, 0.049, 0.019, 0.064, 0.061, 0.058, 0.080, 0.052, 0.070, 0.063, 0.073, 0.065, 0.078, 0.076, 0.053, 0.077, 0.072, 0.080, 0.050, 0.070, 0.047, 0.068, 0.057, 0.076, 0.078, 0.067, 0.077, 0.059, 0.068, -0.011, 0.075, 0.078, 0.078, 0.044, 0.083, 0.087, 0.083, 0.083, 0.093, 0.060, 0.088, 0.081, 0.083, 0.078, 0.076, 0.074, 0.083, 0.073, 0.070, 0.060, 0.075, 0.075, 0.084, 0.078, 0.077, 0.065, 0.076, 0.070, 0.120, 0.080, 0.142, 0.082, 0.083, 0.091, 0.127]}